No. 1
{"formula": "C34H66F5GaN2O11PS2", "method": "ωB97M-V with the def2-TZVPD basis set", "homo_lumo_gap_ev": 6.79, "e_above_lowest_kj_mol": 0.0, "homo_energy_ev": -4.72, "charge": -1, "energy_ev": -158749.95549, "lumo_ev": 2.078, "symbols": ["C", "C", "C", "N", "Ga", "C", "O", "N", "O", "P", "S", "S", "O", "O", "C", "F", "F", "C", "F", "F", "F", "H", "H", "H", "H", "H", "H", "H", "H", "H", "H", "C", "C", "C", "O", "C", "H", "H", "H", "H", "H", "H", "H", "H", "C", "C", "C", "O", "C", "H", "H", "H", "H", "H", "H", "H", "H", "C", "C", "C", "O", "C", "H", "H", "H", "H", "H", "H", "H", "H", "C", "C", "C", "O", "C", "H", "H", "H", "H", "H", "H", "H", "H", "C", "C", "C", "O", "C", "H", "H", "H", "H", "H", "H", "H", "H", "C", "C", "C", "O", "C", "H", "H", "H", "H", "H", "H", "H", "H", "C", "C", "C", "O", "C", "H", "H", "H", "H", "H", "H", "H", "H"], "coordinates": [[1.156, -0.314, -5.451], [0.772, -0.598, -3.997], [-0.651, -1.092, -3.757], [1.571, -0.376, -3.035], [2.988, -1.472, -2.533], [2.641, -3.462, -2.635], [3.461, -4.017, -3.707], [4.540, -4.690, -3.208], [5.333, -4.911, -4.055], [4.947, -0.975, -3.816], [5.363, 0.961, -3.873], [3.549, -0.979, -0.283], [3.174, -2.108, 0.567], [4.915, -0.492, -0.181], [2.481, 0.402, 0.400], [1.179, 0.139, 0.121], [2.820, 1.578, -0.172], [2.588, 0.569, 1.941], [1.853, -0.338, 2.580], [3.843, 0.484, 2.374], [2.118, 1.786, 2.292], [1.510, 0.723, -5.494], [1.998, -0.945, -5.756], [0.322, -0.422, -6.152], [-1.341, -0.809, -4.560], [-0.650, -2.185, -3.677], [-0.999, -0.678, -2.805], [2.959, -3.931, -1.696], [1.610, -3.742, -2.858], [6.044, -1.777, -3.439], [4.690, -1.448, -5.119], [-1.727, 3.361, 1.436], [-1.412, 1.878, 1.611], [-2.548, 1.228, 0.835], [-2.884, 2.135, -0.220], [-2.248, 3.394, 0.005], [-0.866, 4.012, 1.585], [-2.512, 3.667, 2.133], [-0.454, 1.641, 1.149], [-1.376, 1.556, 2.650], [-3.431, 1.085, 1.470], [-2.273, 0.266, 0.401], [-1.429, 3.509, -0.712], [-2.974, 4.192, -0.166], [-0.526, 1.537, 5.422], [-0.133, 1.993, 6.827], [-1.296, 2.898, 7.196], [-2.446, 2.374, 6.521], [-2.038, 1.401, 5.560], [-0.046, 0.612, 5.106], [-0.279, 2.313, 4.692], [-0.097, 1.136, 7.503], [0.828, 2.502, 6.873], [-1.123, 3.923, 6.848], [-1.491, 2.922, 8.269], [-2.311, 0.405, 5.926], [-2.575, 1.582, 4.626], [0.756, -0.871, 11.156], [0.914, 0.148, 12.283], [0.704, 1.460, 11.539], [-0.204, 1.176, 10.475], [-0.350, -0.237, 10.323], [0.501, -1.873, 11.500], [1.679, -0.934, 10.575], [0.131, 0.006, 13.031], [1.879, 0.100, 12.787], [1.643, 1.829, 11.112], [0.278, 2.245, 12.166], [-1.340, -0.531, 10.688], [-0.285, -0.488, 9.264], [-6.767, 2.981, -3.235], [-5.869, 2.745, -2.021], [-5.886, 1.229, -1.911], [-6.039, 0.731, -3.245], [-6.393, 1.798, -4.120], [-6.607, 3.941, -3.724], [-7.819, 2.917, -2.944], [-4.855, 3.091, -2.227], [-6.218, 3.236, -1.114], [-6.736, 0.882, -1.311], [-4.969, 0.832, -1.479], [-5.528, 2.036, -4.750], [-7.212, 1.474, -4.767], [6.718, -7.956, -8.050], [6.616, -7.056, -6.820], [5.246, -6.422, -7.015], [4.451, -7.396, -7.705], [5.282, -8.445, -8.191], [7.432, -8.772, -7.941], [7.004, -7.366, -8.924], [6.627, -7.658, -5.909], [7.412, -6.318, -6.748], [5.312, -5.521, -7.634], [4.761, -6.160, -6.080], [5.112, -9.344, -7.585], [5.006, -8.669, -9.223], [-7.753, 0.213, -7.790], [-7.500, -0.216, -9.234], [-6.079, -0.759, -9.146], [-5.935, -1.294, -7.832], [-7.032, -0.882, -7.015], [-8.808, 0.286, -7.531], [-7.286, 1.182, -7.598], [-8.193, -1.012, -9.516], [-7.597, 0.593, -9.957], [-5.341, 0.039, -9.287], [-5.876, -1.546, -9.873], [-7.685, -1.745, -6.845], [-6.652, -0.547, -6.050], [5.051, 4.124, 5.824], [4.144, 3.887, 4.618], [2.979, 3.145, 5.254], [2.874, 3.632, 6.599], [4.035, 4.396, 6.926], [5.756, 4.944, 5.691], [5.619, 3.218, 6.049], [3.807, 4.841, 4.207], [4.615, 3.319, 3.818], [3.167, 2.067, 5.289], [2.035, 3.312, 4.735], [3.762, 5.457, 6.961], [4.386, 4.098, 7.915]], "forces_ev_per_angstrom": [[0.0, 0.2, 0.1], [0.4, 0.5, 0.4], [-0.1, 0.4, 0.1], [-0.5, -1.2, -0.4], [-0.2, 0.3, -0.6], [0.1, 0.0, 0.3], [0.1, 0.1, 0.0], [0.0, 0.2, -0.2], [-0.1, -0.1, 0.1], [-0.1, 0.6, 0.3], [0.1, 0.0, 0.0], [0.5, -0.4, 0.2], [-0.1, 0.2, -0.1], [-0.2, 0.1, 0.0], [-0.1, 0.2, 0.1], [0.3, 0.1, 0.0], [-0.1, -0.3, 0.1], [-0.1, 0.1, 0.0], [0.0, 0.0, 0.0], [0.0, 0.0, 0.0], [0.0, -0.1, 0.0], [0.0, -0.2, 0.0], [-0.1, 0.0, 0.0], [0.2, -0.1, 0.1], [0.1, -0.1, 0.1], [0.1, 0.1, 0.0], [0.0, -0.2, -0.2], [-0.2, 0.0, -0.1], [0.1, 0.0, 0.1], [0.0, -0.1, -0.1], [0.1, -0.3, 0.1], [-0.1, 0.0, 0.1], [0.1, 0.0, -0.1], [0.0, 0.0, 0.0], [-0.1, 0.0, 0.0], [0.1, 0.0, 0.0], [0.0, 0.0, 0.0], [0.0, 0.0, 0.0], [0.0, 0.0, 0.0], [0.0, 0.0, 0.0], [0.0, 0.0, 0.0], [0.0, 0.0, 0.0], [0.0, 0.0, 0.0], [0.0, 0.0, 0.0], [0.0, 0.1, 0.0], [0.0, -0.1, 0.0], [0.0, 0.1, 0.0], [0.0, 0.0, 0.0], [0.0, 0.0, 0.1], [0.0, 0.0, 0.0], [0.0, 0.0, 0.0], [0.0, 0.0, 0.0], [0.0, 0.0, 0.0], [0.0, 0.0, 0.0], [0.0, 0.0, 0.0], [0.0, 0.0, 0.0], [0.0, 0.0, 0.0], [0.1, 0.0, 0.0], [0.0, 0.0, 0.0], [0.1, 0.0, 0.0], [0.0, 0.0, 0.0], [0.0, 0.0, 0.0], [0.0, 0.0, 0.0], [0.0, 0.0, 0.0], [0.0, 0.0, 0.0], [0.0, 0.0, 0.0], [0.0, 0.0, 0.0], [0.0, 0.0, 0.0], [0.0, 0.0, 0.0], [0.0, 0.0, 0.0], [-0.1, -0.1, 0.1], [0.1, 0.1, -0.1], [0.0, -0.1, 0.1], [-0.1, 0.0, 0.0], [0.1, 0.0, 0.0], [0.0, 0.0, 0.0], [0.0, 0.0, 0.0], [0.0, 0.0, 0.0], [0.0, 0.0, 0.0], [0.0, 0.0, 0.0], [0.0, 0.0, 0.0], [0.0, 0.0, 0.0], [0.0, 0.0, 0.0], [0.0, 0.1, 0.0], [0.0, -0.1, 0.0], [0.0, 0.0, -0.1], [0.0, 0.0, 0.0], [0.0, 0.0, 0.1], [0.0, 0.0, 0.0], [0.0, 0.0, 0.0], [0.0, 0.0, 0.0], [0.0, 0.0, 0.0], [0.0, 0.0, 0.0], [-0.1, 0.0, 0.0], [0.0, 0.0, 0.0], [0.0, 0.0, 0.0], [0.0, 0.0, 0.0], [0.0, 0.0, 0.0], [0.0, 0.1, 0.0], [0.0, 0.0, 0.0], [0.0, -0.1, 0.0], [0.0, 0.0, 0.0], [0.0, 0.0, 0.0], [0.0, 0.0, 0.0], [0.0, 0.0, 0.0], [0.0, 0.0, 0.0], [0.0, 0.0, 0.0], [0.0, 0.0, 0.0], [0.1, 0.0, 0.0], [0.0, -0.1, 0.0], [0.0, 0.1, 0.0], [0.0, -0.1, 0.0], [0.0, 0.1, 0.0], [0.0, 0.0, 0.0], [0.0, 0.0, 0.0], [0.0, 0.0, 0.0], [0.0, 0.0, 0.0], [0.0, 0.0, 0.0], [0.0, 0.0, -0.1], [0.0, 0.0, 0.0], [0.0, 0.0, 0.0], [0.0, 0.0, 0.0]]}

No. 2
{"formula": "C4H7NO2", "method": "ωB97M-V with the def2-TZVPD basis set", "homo_lumo_gap_ev": 10.88, "e_above_lowest_kj_mol": 172.1, "homo_energy_ev": -10.07, "energy_ev": -9845.49578, "lumo_ev": 0.809, "symbols": ["N", "C", "O", "C", "C", "C", "O", "H", "H", "H", "H", "H", "H", "H"], "coordinates": [[1.824, 0.598, 1.602], [0.629, 0.595, 0.940], [-0.084, 1.581, 0.893], [0.376, -0.597, 0.008], [-1.058, -0.779, -0.437], [-1.479, 0.179, -1.446], [-1.193, -1.167, -1.802], [1.941, 1.338, 2.282], [2.288, -0.278, 1.771], [0.930, -1.539, 0.068], [0.872, -0.098, -0.819], [-1.812, -1.244, 0.208], [-0.724, 0.903, -1.749], [-2.509, 0.510, -1.520]], "forces_ev_per_angstrom": [[-0.3, -0.2, 0.3], [-0.2, 0.0, 0.0], [0.1, -0.5, 0.3], [0.1, 0.3, -0.4], [0.2, 0.2, 0.2], [-0.2, 0.4, 0.0], [0.1, -0.1, -0.1], [0.1, -0.1, -0.2], [0.0, 0.1, 0.1], [-0.1, 0.2, 0.9], [0.0, -0.3, -0.9], [0.4, 0.2, 0.0], [-0.3, 0.0, -0.1], [0.0, -0.2, -0.1]]}

No. 3
{"formula": "C38H40GeN6O2Se2Tc", "method": "ωB97M-V with the def2-TZVPD basis set", "homo_lumo_gap_ev": 5.62, "homo_energy_ev": -16.00, "charge": 3, "energy_ev": -242473.75653, "lumo_ev": -10.377, "symbols": ["Tc", "Se", "Se", "C", "C", "C", "C", "C", "N", "C", "C", "C", "C", "C", "N", "H", "H", "H", "H", "H", "H", "H", "H", "N", "C", "C", "C", "C", "N", "H", "H", "H", "H", "H", "H", "H", "H", "H", "H", "H", "H", "C", "N", "C", "C", "C", "O", "N", "C", "O", "H", "H", "H", "H", "H", "C", "Ge", "C", "C", "C", "C", "C", "C", "C", "C", "C", "C", "C", "C", "C", "C", "C", "C", "C", "C", "H", "H", "H", "H", "H", "H", "H", "H", "H", "H", "H", "H", "H", "H", "H"], "coordinates": [[0.221, 1.313, 0.048], [2.896, 0.206, 2.346], [2.492, 2.428, 2.886], [0.650, 2.057, 3.317], [0.250, 2.311, 4.622], [-0.998, 1.885, 5.040], [-1.785, 1.201, 4.128], [-1.313, 1.007, 2.846], [-0.119, 1.444, 2.406], [3.378, 0.652, 0.533], [4.729, 0.609, 0.225], [5.164, 1.047, -1.015], [4.206, 1.494, -1.913], [2.882, 1.482, -1.535], [2.435, 1.083, -0.326], [0.929, 2.810, 5.299], [-1.326, 2.044, 6.059], [-2.753, 0.807, 4.407], [-1.924, 0.447, 2.160], [5.424, 0.256, 0.973], [6.216, 1.051, -1.265], [4.481, 1.850, -2.896], [2.148, 1.825, -2.241], [-0.097, 1.294, -2.204], [-0.664, 2.516, -2.850], [0.361, 3.563, -3.264], [1.058, 4.372, -2.151], [0.238, 4.572, -0.884], [0.460, 3.500, 0.132], [0.692, 0.979, -2.762], [-0.790, 0.561, -2.328], [-1.398, 2.942, -2.166], [-1.202, 2.215, -3.751], [-0.182, 4.267, -3.897], [1.111, 3.098, -3.912], [1.289, 5.356, -2.557], [2.024, 3.941, -1.883], [-0.825, 4.620, -1.102], [0.501, 5.528, -0.428], [-0.117, 3.768, 0.931], [1.432, 3.569, 0.443], [-4.805, 3.911, 0.341], [-4.072, 2.655, 0.146], [-4.697, 1.512, -0.155], [-4.005, 0.336, -0.291], [-2.633, 0.432, -0.147], [-1.853, -0.675, -0.190], [-1.966, 1.555, 0.079], [-2.683, 2.718, 0.330], [-2.160, 3.745, 0.700], [-5.872, 3.721, 0.289], [-4.527, 4.629, -0.429], [-4.552, 4.341, 1.307], [-5.772, 1.556, -0.270], [-4.489, -0.608, -0.494], [-0.560, -0.440, -0.019], [0.226, -2.546, -0.045], [0.032, -3.188, 1.799], [0.016, -4.575, 1.932], [-0.137, -5.138, 3.191], [-0.270, -4.325, 4.309], [-0.238, -2.945, 4.175], [-0.081, -2.376, 2.919], [2.036, -2.821, -0.705], [3.139, -2.549, 0.105], [4.408, -2.935, -0.289], [4.583, -3.612, -1.492], [3.489, -3.901, -2.296], [2.218, -3.505, -1.909], [-1.141, -3.163, -1.305], [-1.085, -2.767, -2.641], [-2.060, -3.189, -3.532], [-3.096, -4.001, -3.085], [-3.153, -4.396, -1.755], [-2.184, -3.968, -0.857], [0.128, -5.219, 1.066], [-0.147, -6.215, 3.297], [-0.387, -4.770, 5.288], [-0.325, -2.310, 5.049], [-0.015, -1.303, 2.812], [2.995, -2.074, 1.068], [5.260, -2.740, 0.349], [5.572, -3.934, -1.790], [3.626, -4.449, -3.218], [1.366, -3.747, -2.533], [-0.264, -2.145, -2.987], [-2.005, -2.901, -4.574], [-3.857, -4.332, -3.779], [-3.948, -5.047, -1.416], [-2.233, -4.277, 0.181]], "forces_ev_per_angstrom": [[0.6, -2.4, 0.0], [0.2, 0.0, -0.3], [-0.2, 0.1, 0.1], [0.2, 0.1, 0.0], [0.0, 0.1, -0.1], [0.0, 0.0, -0.1], [0.0, 0.0, 0.1], [0.0, 0.0, 0.2], [0.0, 0.1, -0.4], [0.0, 0.0, 0.4], [-0.1, 0.0, -0.1], [-0.1, 0.0, 0.0], [0.1, 0.0, 0.0], [0.1, 0.0, -0.1], [-0.4, 0.2, 0.0], [0.0, 0.0, 0.0], [0.0, 0.0, 0.0], [0.0, 0.0, 0.0], [0.0, -0.1, 0.0], [0.0, 0.0, 0.0], [0.0, 0.0, 0.0], [0.0, 0.0, 0.0], [0.1, 0.1, 0.1], [0.0, 0.1, 0.5], [0.0, 0.2, -0.2], [0.1, -0.1, 0.3], [-0.1, -0.1, 0.0], [0.1, 0.1, -0.4], [-0.6, 0.0, 0.0], [0.0, -0.1, 0.0], [0.0, -0.1, -0.1], [0.0, 0.0, 0.0], [0.0, -0.1, 0.0], [0.0, 0.0, -0.1], [0.0, 0.1, -0.1], [0.0, 0.0, 0.0], [0.0, 0.0, 0.0], [0.0, 0.0, 0.1], [0.0, -0.1, 0.1], [0.0, -0.1, 0.0], [0.0, -0.2, 0.0], [-0.2, 0.4, 0.0], [0.1, -0.2, -0.1], [0.1, 0.0, 0.0], [0.1, -0.4, -0.1], [-0.2, 0.8, 0.1], [0.0, -0.4, 0.1], [0.1, -0.2, -0.1], [0.1, 0.2, 0.1], [-0.1, -0.1, -0.1], [0.0, -0.1, 0.0], [0.0, -0.1, 0.0], [0.0, -0.1, 0.0], [0.0, 0.0, 0.0], [0.0, 0.0, 0.0], [-0.2, 2.1, -0.1], [0.4, -0.9, 0.0], [-0.1, 0.4, -0.6], [0.0, 0.0, 0.0], [0.0, -0.1, 0.0], [0.0, 0.0, 0.0], [0.0, 0.1, 0.0], [0.0, 0.0, 0.0], [-0.4, 0.3, 0.1], [-0.1, 0.0, 0.0], [0.1, 0.0, 0.0], [0.0, 0.0, 0.0], [0.1, 0.0, 0.0], [-0.1, 0.1, 0.0], [0.4, 0.4, 0.4], [0.0, 0.0, 0.0], [0.0, 0.1, 0.0], [0.0, 0.0, 0.0], [0.0, 0.0, 0.0], [0.0, 0.0, 0.0], [0.0, 0.0, 0.0], [0.0, 0.0, 0.0], [0.0, 0.0, 0.0], [0.0, 0.0, 0.0], [-0.1, 0.1, 0.1], [0.0, -0.1, 0.0], [0.0, 0.0, 0.0], [0.0, 0.0, 0.0], [0.0, 0.0, 0.0], [0.1, -0.1, 0.0], [0.0, 0.0, -0.1], [0.0, 0.0, 0.0], [0.0, 0.0, 0.0], [0.0, 0.0, 0.0], [0.0, 0.0, 0.0]]}